[1]
The following is a DFT calculation (ωB97M-V/def2-TZVPD) of C6H11N in the gas phase at a distorted geometry.

Structure (XYZ):
```
18
Properties=species:S:1:pos:R:3:nbo_charge:R:1
C 3.15 0.46 0.90 -0.490
C 1.83 0.67 0.63 0.010
N 0.58 0.79 1.37 -0.625
C -0.71 0.72 0.68 -0.254
C -2.02 -1.35 -2.19 -0.660
C -1.95 -0.72 -0.85 -0.159
C -0.70 -0.39 -0.27 -0.211
H 3.39 0.45 2.05 0.175
H 3.82 -0.11 0.34 0.215
H 1.65 0.55 -0.46 0.168
H 0.62 1.52 2.01 0.373
H -0.82 1.64 0.06 0.185
H -1.55 0.66 1.43 0.221
H -2.53 -2.39 -2.31 0.205
H -1.05 -1.72 -2.34 0.215
H -2.49 -0.77 -3.00 0.228
H -2.80 -0.53 -0.28 0.182
H 0.09 -1.06 -0.50 0.219
```

* relative energy (zero: lowest compared OMol25 entry of this formula, charge and spin): 87.1 kcal per mole
* molecular weight: 97.2 g mol⁻¹
* LUMO: 1.0933 eV
* strongest force on any atom: 6.326 eV/Å
* HOMO energy: -8.242 eV
* spin multiplicity: 1
* net charge: 0
* SMILES: C=CNC/C=C/C
* HOMO-LUMO gap: 9.3 eV

***

[2]
The following is a DFT calculation (ωB97M-V/def2-TZVPD) of 2 unconnected molecules or ions with the total composition C3H3N2O3 at a distorted geometry.

Structure (XYZ):
```
11
Properties=species:S:1:pos:R:3:lowdin_charge:R:1
C -0.06 -1.40 0.07 -0.476
C 2.51 0.83 1.15 0.009
C 1.85 1.04 -0.07 -0.452
N 1.57 -0.07 0.79 -0.104
N 0.76 -1.09 1.08 0.020
O 0.04 -1.20 -1.14 -0.060
O 1.38 1.49 -1.12 -0.018
O -2.65 1.11 -0.42 -0.060
H -0.91 -2.14 0.38 0.106
H -2.78 0.29 0.00 -0.016
H -1.71 1.13 -0.74 0.051
```

* relative energy (zero: lowest compared OMol25 entry of this formula, charge and spin): 104.5 kcal per mole
* molecular weight: 115.1 g mol⁻¹
* LUMO: 3.9852 eV
* strongest force on any atom: 3.570 eV/Å
* HOMO energy: -4.216 eV
* spin multiplicity: 1
* net charge: -1
* HOMO-LUMO gap: 8.2 eV

***

[3]
The following is a DFT calculation (ωB97M-V/def2-TZVPD) of 4 unconnected molecules or ions with the total composition C2H11O3S at a distorted geometry.

Structure (XYZ):
```
17
Properties=species:S:1:pos:R:3:nbo_charge:R:1
C 1.99 0.28 0.48 -0.625
C 0.70 -0.59 0.42 -0.531
S -0.64 0.06 -0.62 -0.635
H 2.71 -0.02 -0.31 0.180
H 1.59 1.29 0.30 0.220
H 2.59 0.17 1.37 0.183
H 1.02 -1.66 0.23 0.177
H 0.33 -0.56 1.45 0.175
H -0.86 -0.55 -3.47 0.484
H -0.87 -1.93 -2.81 0.484
O -1.14 -1.46 -3.61 -0.974
H -0.72 3.47 0.29 0.457
H -0.24 1.89 0.32 0.486
O -0.38 2.75 0.82 -1.032
H -2.28 -0.80 2.42 0.450
H -1.60 -0.95 1.04 0.495
O -2.20 -1.40 1.68 -0.995
```

* relative energy (zero: lowest compared OMol25 entry of this formula, charge and spin): 18.1 kcal per mole
* molecular weight: 115.2 g mol⁻¹
* LUMO: 3.8966 eV
* strongest force on any atom: 1.935 eV/Å
* HOMO energy: -3.554 eV
* spin multiplicity: 1
* net charge: -1
* HOMO-LUMO gap: 7.5 eV

***

Among the records above, which one has the lowest strongest force on any atom?
C2H11O3S